# 1
87
Properties=species:S:1:pos:R:3 method="wB97M-V/def2-TZVPD" gap_ev="3.772 / 3.496"
La -0.2116 0.7921 -0.5871
C -4.7072 0.1576 0.7603
S -4.0136 0.8631 -0.7896
C -4.3069 2.6632 -0.7154
O -2.5100 0.9330 -0.1937
H -4.3505 0.6755 1.6632
H -4.4126 -0.8935 0.8001
H -5.8139 0.1992 0.7421
H -5.3757 2.8266 -0.8367
H -3.7698 3.1118 -1.5423
H -4.0088 3.0981 0.2300
C 3.3575 -5.3821 -1.5395
C 2.9990 -4.5829 -2.7959
C 1.6740 -3.8149 -2.7446
C 1.7917 -2.3947 -2.1319
N 1.9124 -2.3299 -0.6870
C 0.8657 -2.3727 0.1738
S -0.7040 -2.0010 -0.3136
N 1.1911 -2.6451 1.4631
C 0.2207 -2.6992 2.5444
C -0.5478 -4.0363 2.7174
C 0.3957 -5.2570 2.9421
C 1.2107 -5.1508 4.2274
H 4.1906 -6.0746 -1.6685
H 2.4945 -5.9739 -1.1942
H 3.6154 -4.7231 -0.7073
H 2.9461 -5.2221 -3.6794
H 3.7960 -3.8923 -3.0515
H 0.8554 -4.2925 -2.2360
H 1.3647 -3.6442 -3.7861
H 0.8697 -1.8612 -2.3533
H 2.6378 -1.8414 -2.5403
H 2.8006 -2.5863 -0.2596
H 2.0845 -3.0732 1.6555
H -0.5201 -1.9202 2.3247
H 0.7307 -2.4136 3.4808
H -1.2363 -4.1907 1.8974
H -1.1298 -3.9071 3.6193
H 1.0874 -5.4397 2.1092
H -0.2594 -6.1259 3.0381
H 1.9962 -4.3697 4.2362
H 1.7425 -6.0784 4.4654
H 0.6239 -4.9200 5.0995
C 2.8372 1.7020 -2.2897
O 2.2658 1.4498 -1.0062
C 2.8578 1.8711 0.2094
C 3.5952 0.8302 1.0236
H 2.8259 2.7631 -2.5364
H 2.2202 1.1775 -3.0101
H 3.8799 1.3312 -2.3096
H 4.1791 0.1079 0.4594
H 2.8492 0.2592 1.6455
H 4.2583 1.3224 1.7583
C -2.3521 -1.1818 -3.8162
C -1.3544 -0.0696 -3.8202
C -1.0962 0.5459 -5.1303
O -0.8178 0.3130 -2.7644
H -2.3321 -1.6841 -4.8182
H -3.3996 -0.8088 -3.8124
H -2.1404 -1.8520 -2.9786
H -1.9507 1.1712 -5.4390
H -0.9696 -0.1998 -5.9403
H -0.2142 1.2174 -5.0957
Se -0.9461 3.6624 -2.7021
C -0.7866 5.1054 -1.5374
C -1.8679 5.5993 -0.8070
C -1.6707 6.7076 -0.0039
N -0.5205 7.3691 0.1056
C 0.4946 6.9432 -0.6551
C 0.4234 5.8324 -1.4575
H -2.8119 5.0783 -0.8627
H -2.4649 7.1504 0.5676
H 1.4412 7.4579 -0.4969
H 1.2868 5.4679 -2.0102
N -2.5732 2.5884 3.5736
C -1.6805 2.2213 4.4944
N -1.9744 2.5352 5.7888
N -0.5158 1.5758 4.2285
C -0.2363 1.2598 3.0004
N 0.0187 0.9401 1.8819
H -3.3721 3.1055 3.9171
H -2.3957 2.4291 2.5849
H -2.7228 3.1870 5.9907
H -1.2116 2.4985 6.4487
N 2.6676 3.9546 1.6154
C 2.5183 3.0427 0.7913
H 2.1825 4.8120 1.3783

***

# 2
14
Properties=species:S:1:pos:R:3 method="wB97M-V/def2-TZVPD" gap_ev="8.324 / 8.229"
C 0.8365 0.2498 -1.4498
C -0.1077 -0.5773 -0.7183
C 0.8393 -0.8384 0.3843
O 0.8745 0.0096 1.4731
C -0.0091 1.0507 1.4953
N -1.0574 1.1274 0.8018
C -1.3203 -0.0582 0.0115
H 0.9730 1.2978 -1.1937
H 1.1133 -0.0074 -2.4816
H -0.3450 -1.4920 -1.2577
H 1.4043 -1.7365 0.6308
H -1.2792 -0.9381 0.7022
H 0.2919 1.8228 2.2023
H -2.2141 0.0900 -0.6004

***

# 3
36
Properties=species:S:1:pos:R:3 method="wB97M-V/def2-TZVPD" total_charge=+1 gap_ev="8.260 / 8.261"
C -1.7484 0.0243 -0.6059
C -0.0543 1.6648 -1.2757
C 1.5927 0.6515 0.1862
C 1.3474 -0.7436 -0.5912
C 0.6128 0.7411 1.3801
C 3.0170 0.8525 0.5007
C 1.2990 -1.8944 0.4988
C 2.5067 -1.1409 -1.4996
C -3.6448 -1.5096 -0.2172
C -3.8074 1.0018 0.0069
N 1.1963 1.6939 -0.7860
N 0.2406 -0.7495 -1.4702
N -1.2550 1.3141 -0.6673
N -3.0508 -0.1960 -0.1780
O -1.0464 -0.9464 -0.8985
H -0.2127 2.2598 -2.1974
H -0.3043 0.0309 1.4248
H 0.2821 1.8238 1.3391
H 1.1640 0.5363 2.3759
H 3.0590 1.6596 1.1612
H 3.8099 1.0370 -0.1578
H 3.2595 -0.1078 0.9998
H 2.0353 -1.7929 1.2838
H 1.7197 -2.7749 -0.0672
H 0.2891 -2.2068 0.9117
H 2.5682 -0.2847 -2.1450
H 2.3543 -1.9005 -2.2452
H 3.5502 -1.3030 -1.1472
H -4.3758 -1.6487 -1.1299
H -3.0498 -2.3083 -0.1419
H -4.3864 -1.5719 0.6471
H -4.0005 1.5714 -0.8881
H -4.7782 0.8086 0.4022
H -3.3972 1.7421 0.7450
H 1.9391 2.0498 -1.3733
H -1.9521 2.0399 -0.7156

***

# 4
16
Properties=species:S:1:pos:R:3 method="wB97M-V/def2-TZVPD" total_charge=+1 gap_ev="13.375 / 4.499" spin_multiplicity=2
C -0.4142 1.6350 -0.0123
C -0.8511 1.0856 -1.3142
H -1.1788 1.9496 0.6900
H 0.4524 1.2270 0.5438
H -0.0008 2.6606 -0.2666
H -0.1469 0.5898 -1.9659
H -1.3942 1.9883 -1.7310
H -1.7206 0.4054 -1.1654
C -0.0774 -1.5234 0.5196
C 1.4417 -1.3852 0.8073
H -0.6317 -0.9724 1.2925
H -0.4286 -1.0674 -0.4126
H -0.3290 -2.5842 0.5079
H 1.9863 -1.7767 -0.0492
H 1.5165 -0.2857 0.8824
H 1.7763 -1.9463 1.6737